1.
{"formula": "C43H53N7O3PReS3", "method": "wB97M-V/def2-TZVPD", "e_above_lowest_ev": 1.143, "largest_force_ev_per_a": 0.229, "orbital_gap_ev": [7.75, 6.26], "charge": 3, "lumo_energy_ha": [-0.27066, -0.32551], "multiplicity": 4, "elements": ["H", "H", "H", "H", "C", "C", "H", "N", "H", "O", "C", "N", "C", "P", "C", "H", "O", "C", "C", "H", "C", "H", "H", "C", "H", "C", "C", "H", "C", "H", "C", "C", "C", "C", "H", "C", "H", "C", "H", "H", "C", "C", "H", "H", "H", "C", "C", "N", "C", "H", "H", "C", "H", "H", "H", "C", "H", "H", "C", "S", "H", "H", "C", "C", "N", "H", "H", "C", "S", "C", "C", "H", "N", "C", "C", "C", "H", "H", "H", "H", "C", "C", "H", "H", "C", "C", "H", "C", "H", "H", "H", "N", "H", "H", "H", "H", "H", "H", "H", "C", "Re", "C", "C", "H", "H", "H", "H", "C", "O", "N", "S"], "coordinates": [[2.602, -1.210, 5.472], [1.446, -4.239, -2.986], [-3.352, 5.155, -2.185], [0.587, 1.257, -1.594], [-1.773, 4.380, 2.420], [-2.134, -0.486, -5.908], [-4.042, -4.349, -1.320], [2.118, 2.400, 1.346], [-6.157, -2.337, -1.675], [-1.702, -1.273, 1.150], [1.831, 3.398, 0.286], [1.270, 0.980, 3.425], [3.669, 0.758, -2.859], [0.884, 1.510, 1.931], [3.423, 2.708, 1.986], [-0.599, 1.318, 4.399], [-1.128, -0.063, -1.292], [1.024, -3.358, -2.487], [-3.034, -4.132, -1.642], [0.589, 0.252, 6.581], [-5.398, -1.624, -1.385], [-3.783, 0.216, -4.617], [-1.235, 2.957, 0.125], [1.325, -3.832, 1.118], [5.005, 3.965, 1.166], [-5.394, -0.987, -0.191], [0.910, -3.094, 3.702], [2.367, -4.944, -0.379], [1.666, -4.704, 2.138], [-0.962, 4.768, -3.202], [-4.306, -1.242, -2.222], [-2.240, 1.816, -2.270], [-1.154, -4.453, -3.055], [-2.469, -4.754, -2.741], [-1.508, -0.780, 1.962], [0.785, 0.039, 5.532], [-2.639, -0.492, -6.862], [0.458, 1.225, 4.644], [-3.108, 2.670, 2.520], [2.313, 2.436, -2.898], [2.453, 0.149, 3.761], [-2.296, -3.196, -0.949], [-2.266, 4.822, 3.282], [0.168, -0.815, 5.253], [-1.863, 1.446, 0.778], [-1.267, 2.609, -2.818], [2.492, 1.424, -2.562], [-0.461, 2.416, 2.038], [-2.761, -0.131, -4.682], [0.729, -2.758, 4.711], [4.449, 1.232, -3.439], [-1.552, 2.453, 1.046], [0.781, 2.148, 5.129], [-2.747, -2.695, -0.110], [3.613, -3.105, -1.846], [2.922, -2.548, -1.202], [1.683, -5.026, 4.261], [4.713, -1.110, -2.616], [-1.596, 3.987, -2.809], [-4.112, 0.156, -0.105], [-1.578, 5.180, 1.705], [3.705, 3.162, -0.753], [-2.207, 0.294, -2.204], [1.499, -4.281, -0.299], [1.649, -0.493, -1.403], [1.259, 2.961, -0.531], [-2.514, -0.839, 0.763], [3.920, 3.953, 1.247], [-0.350, -0.678, -4.108], [1.521, 0.776, -1.832], [-0.460, 3.687, 2.816], [4.113, 1.872, 1.859], [0.805, -2.606, 1.348], [-0.825, -0.806, -5.749], [0.631, -2.261, 2.643], [-2.834, 4.215, -2.289], [-3.360, 3.669, 1.083], [-0.373, 2.216, -3.282], [-0.648, -4.950, -3.872], [-4.130, -1.671, -3.195], [-0.451, -3.546, -2.289], [-1.924, -0.209, -3.607], [-3.025, -5.478, -3.321], [2.476, -0.742, 3.127], [1.440, -4.350, 3.452], [-3.495, -0.302, -1.668], [3.619, 4.854, 1.783], [-2.607, 3.278, 1.763], [2.098, -5.662, 1.884], [3.384, 0.685, 3.607], [0.411, 4.297, 2.568], [1.599, -3.131, -1.173], [-0.423, 3.477, 3.881], [1.241, 4.226, 0.691], [3.185, 4.850, -0.615], [3.297, 2.903, 3.050], [3.343, -2.560, -0.192], [2.865, 0.478, 5.855], [0.292, -1.253, 2.832], [3.818, -0.541, -2.403], [-0.039, -1.212, -0.206], [3.214, 3.890, -0.104], [2.799, -1.136, -1.684], [1.223, -2.495, -3.121], [-0.113, -1.112, -6.499], [0.629, -4.879, -0.579], [-6.106, -1.061, 0.615], [2.267, -0.199, 5.246], [0.540, 0.330, 0.973], [-1.021, -2.880, -1.254], [-3.598, 2.768, -1.815]], "forces_ev_per_angstrom": [[-0.01, -0.01, -0.01], [0.00, -0.01, 0.01], [0.00, 0.00, -0.01], [0.00, 0.00, 0.00], [0.01, 0.00, 0.01], [0.00, -0.01, -0.01], [0.00, 0.00, 0.00], [-0.08, 0.04, -0.10], [-0.01, -0.01, 0.00], [0.12, -0.14, 0.02], [0.00, -0.01, -0.01], [-0.07, -0.13, -0.03], [-0.02, 0.00, 0.01], [0.01, 0.06, -0.08], [-0.02, -0.04, 0.08], [0.02, -0.05, -0.01], [0.11, 0.13, -0.08], [0.00, -0.01, 0.01], [0.01, -0.02, 0.00], [0.01, 0.00, 0.00], [-0.01, -0.01, 0.03], [-0.01, 0.00, 0.01], [0.01, -0.02, 0.00], [-0.03, -0.01, -0.03], [0.00, 0.01, 0.00], [-0.06, 0.01, -0.05], [-0.02, 0.01, -0.01], [0.01, 0.02, 0.00], [-0.01, 0.00, 0.01], [0.00, 0.00, 0.00], [0.02, 0.06, 0.00], [-0.03, 0.00, -0.07], [0.02, 0.02, 0.00], [0.00, 0.01, 0.01], [0.00, -0.01, 0.03], [0.02, 0.00, -0.01], [0.00, 0.00, 0.00], [0.02, 0.12, 0.04], [0.00, 0.00, 0.00], [0.00, 0.01, 0.00], [0.00, 0.00, -0.07], [0.04, 0.02, -0.01], [0.01, 0.02, 0.00], [-0.02, -0.05, -0.03], [0.00, 0.05, 0.04], [0.01, -0.02, 0.02], [0.01, 0.01, 0.01], [-0.03, 0.05, 0.13], [0.03, 0.03, 0.02], [-0.01, 0.02, 0.02], [0.00, 0.00, 0.00], [0.01, -0.02, -0.07], [0.00, 0.03, -0.01], [-0.01, -0.02, 0.01], [0.01, -0.01, 0.02], [0.03, 0.02, -0.03], [-0.01, 0.00, 0.00], [0.00, 0.00, 0.00], [-0.01, 0.01, 0.02], [0.03, -0.08, 0.07], [0.01, -0.01, -0.02], [0.01, -0.01, -0.02], [0.00, -0.08, 0.08], [-0.01, 0.00, -0.01], [0.04, -0.02, 0.05], [0.03, -0.01, -0.02], [-0.05, 0.05, 0.01], [0.00, 0.00, 0.01], [-0.02, 0.09, -0.04], [0.00, 0.05, 0.00], [-0.01, 0.03, -0.06], [0.00, -0.01, -0.02], [0.12, -0.03, 0.12], [-0.01, -0.03, 0.02], [-0.04, -0.01, 0.02], [0.00, 0.00, -0.02], [-0.01, 0.00, -0.01], [0.01, -0.02, 0.00], [0.00, -0.01, 0.00], [0.00, 0.01, -0.01], [0.03, -0.01, 0.00], [-0.01, 0.01, -0.01], [0.00, 0.00, 0.00], [0.04, 0.06, 0.03], [0.00, 0.01, 0.00], [-0.09, 0.01, -0.07], [-0.01, 0.00, 0.00], [0.01, -0.02, 0.02], [0.00, 0.00, 0.00], [0.05, 0.06, -0.04], [0.00, -0.01, 0.05], [-0.01, -0.02, -0.01], [-0.03, -0.02, 0.02], [-0.02, -0.02, -0.03], [0.00, -0.01, 0.00], [0.01, -0.06, 0.03], [-0.04, 0.01, 0.02], [0.01, -0.01, 0.00], [-0.05, 0.01, -0.02], [-0.01, -0.01, -0.01], [-0.16, 0.10, -0.13], [0.00, 0.01, 0.01], [0.04, -0.04, 0.02], [0.00, -0.03, 0.01], [0.00, 0.00, -0.01], [0.01, -0.01, 0.00], [-0.01, 0.00, 0.00], [0.03, 0.02, 0.02], [0.14, -0.02, 0.18], [-0.09, -0.09, -0.08], [0.02, 0.02, 0.03]]}



2.
{"formula": "C43H53N9O6", "method": "wB97M-V/def2-TZVPD", "e_above_lowest_ev": 1.328, "largest_force_ev_per_a": 4.278, "orbital_gap_ev": 4.76, "lumo_energy_ha": -0.09153, "elements": ["C", "H", "C", "H", "C", "H", "N", "C", "N", "H", "H", "C", "C", "H", "H", "N", "H", "O", "O", "H", "H", "C", "O", "C", "C", "H", "C", "H", "H", "O", "C", "H", "H", "H", "C", "C", "C", "C", "H", "H", "N", "H", "H", "H", "C", "O", "C", "H", "H", "C", "C", "H", "C", "H", "C", "O", "C", "H", "C", "C", "C", "C", "C", "H", "C", "N", "C", "H", "H", "H", "H", "H", "H", "N", "H", "C", "C", "N", "H", "C", "N", "C", "H", "H", "C", "H", "C", "H", "H", "C", "H", "H", "H", "C", "C", "H", "H", "H", "C", "H", "C", "H", "H", "H", "C", "C", "H", "C", "N", "H", "H"], "coordinates": [[4.184, -0.741, -0.217], [-0.899, -2.295, -2.724], [2.613, 3.726, 1.201], [1.852, 1.702, 3.100], [-3.519, -4.231, -3.631], [-1.738, 3.579, 4.302], [-3.876, -5.635, -5.743], [-1.059, 1.171, -1.246], [-4.658, -4.430, -2.927], [-1.718, -1.756, 1.662], [-1.592, 0.543, 1.924], [-1.786, 2.542, 3.945], [1.069, 3.831, 1.375], [4.494, -2.634, -2.149], [4.361, 3.984, 2.418], [-4.588, -3.557, -1.879], [1.568, -1.152, 3.023], [0.073, -5.921, -3.255], [-3.179, -6.300, -6.551], [3.036, 5.875, 0.826], [0.365, -5.246, 0.388], [-2.304, 3.550, -1.770], [-3.909, 4.740, -0.612], [1.762, -3.079, -1.747], [-0.216, -3.252, 2.111], [-0.875, 6.621, 1.214], [2.529, 0.160, -1.933], [-0.433, -1.153, 2.742], [-1.928, -4.362, 2.833], [1.154, -4.932, -4.923], [-0.471, 0.088, -0.503], [3.709, -0.255, 0.634], [1.504, -2.942, 3.455], [1.820, 0.570, -1.211], [3.044, 2.461, 0.501], [3.285, 3.865, 2.573], [-3.676, 3.182, 2.487], [3.134, 4.895, 0.346], [3.438, -1.871, -3.371], [2.632, 4.939, -0.626], [-3.411, -2.943, -1.813], [-0.862, -0.934, -0.584], [3.133, 2.991, 3.208], [1.942, -0.121, -2.819], [-3.105, 2.372, -1.738], [-2.058, 5.783, -1.240], [-1.581, 4.573, 1.295], [-0.809, -5.361, 1.906], [4.838, -1.000, -2.756], [1.341, -1.963, 0.351], [2.087, -2.047, -0.871], [-2.962, 0.205, -1.529], [-1.760, -4.434, -5.274], [1.413, 5.875, 1.984], [0.743, -3.692, 3.223], [-5.108, -5.718, -5.645], [-0.909, 3.488, -1.973], [-0.399, 4.398, -2.279], [0.675, 5.154, 1.636], [3.205, -1.068, -1.344], [-3.063, -4.694, -4.916], [-1.385, -3.150, -3.183], [-0.611, 5.567, 1.342], [2.563, 1.583, 0.915], [0.403, 0.332, 0.590], [1.231, -0.682, 1.034], [4.036, -1.691, -2.471], [-4.079, 3.230, 1.475], [-4.178, 2.490, -1.882], [4.980, -0.079, -0.581], [4.199, 4.731, 0.164], [-1.655, -2.263, 3.358], [1.271, -4.601, 2.905], [-2.791, 4.764, -1.199], [2.028, -3.046, -2.805], [1.794, -0.349, 2.332], [-1.037, -2.024, 2.479], [0.235, -4.978, -4.102], [4.647, -1.669, 0.144], [0.632, -3.109, 0.802], [-2.686, -3.388, -2.885], [-1.265, -4.366, 1.958], [0.190, -3.922, 4.140], [1.137, -5.128, -1.874], [-0.890, -3.985, -4.223], [-3.025, 1.076, 1.055], [-2.451, 1.166, -1.526], [-1.331, -4.778, -6.226], [-2.453, 1.977, 4.602], [-2.534, 1.077, 2.030], [3.255, 0.936, -2.209], [-4.377, 2.614, 3.100], [-0.778, 2.128, 4.036], [-2.312, 2.491, 2.504], [-1.271, 3.239, 1.609], [-1.885, -4.198, 1.067], [0.421, 0.816, 3.543], [-3.152, 0.547, 2.761], [-0.285, 2.288, -1.702], [0.780, 2.171, -1.880], [1.194, -4.245, -1.258], [-2.615, 4.876, 1.178], [4.124, 2.328, 0.625], [2.881, -0.255, 2.270], [0.074, 2.814, 1.407], [1.147, 0.946, 2.728], [-3.632, 4.191, 2.902], [0.726, -4.279, 0.036], [0.454, 1.395, 1.503], [2.802, 2.519, -0.563], [2.917, 4.744, 3.115]], "forces_ev_per_angstrom": [[-0.03, -0.12, 0.27], [0.43, -0.73, 0.75], [-0.60, 0.27, 0.38], [-0.16, -0.32, -0.38], [-0.78, -0.70, 0.93], [-0.04, -0.15, -0.07], [-0.46, -0.85, -1.90], [-0.02, 0.09, 0.02], [1.12, 1.87, -0.44], [0.17, 0.03, 0.15], [-0.34, 0.02, 0.10], [0.25, 0.09, 0.00], [0.30, 0.00, 0.51], [-0.05, 0.09, -0.14], [-0.01, -0.01, 0.12], [2.44, -0.46, -0.73], [0.13, 0.12, 0.27], [-0.19, 3.12, -2.92], [-1.52, 1.23, 1.59], [0.01, -0.25, -0.09], [-0.02, 0.52, 0.04], [0.35, -0.62, 0.40], [1.98, 0.15, -1.27], [0.38, -0.42, 0.07], [0.34, -0.14, -0.37], [0.06, -0.43, 0.23], [-0.25, 0.50, 0.17], [-0.25, -0.16, -0.07], [0.18, 0.01, -0.17], [-1.42, -0.03, 1.46], [0.80, 0.79, 0.84], [0.08, -0.02, -0.23], [-0.12, -0.15, 0.00], [0.34, 0.03, -0.33], [0.29, -0.27, 0.05], [0.15, -0.02, 0.09], [-0.03, 0.16, 0.04], [0.08, 0.11, -0.23], [0.22, 0.03, 0.14], [-0.01, -0.01, 0.15], [-1.31, -0.53, -0.48], [0.38, 0.38, -0.07], [0.07, 0.10, 0.00], [0.16, 0.09, 0.13], [0.88, 0.46, 0.02], [-1.60, -1.70, 0.05], [0.09, -0.08, 0.64], [-0.22, 0.18, -0.01], [-0.11, -0.06, 0.12], [-0.08, -0.24, -0.06], [-0.13, 0.63, -0.16], [-0.19, 0.25, 0.27], [-0.51, -1.23, 1.07], [-0.12, -0.10, -0.56], [0.11, -0.10, 0.17], [2.69, 0.51, 0.32], [-0.73, -0.20, 0.22], [0.10, -0.26, 0.37], [-0.04, 0.27, -0.66], [-0.63, -0.09, -0.28], [-0.03, 0.14, 0.59], [0.58, -1.54, -1.01], [-0.01, -0.36, 0.21], [0.18, 0.03, -0.15], [-1.08, -0.46, -0.76], [-0.24, 0.27, -0.24], [0.15, -0.20, -0.10], [-0.03, 0.07, -0.01], [0.22, -0.26, 0.40], [-0.17, -0.13, 0.02], [0.02, 0.01, -0.04], [0.15, 0.09, -0.22], [-0.09, 0.15, 0.12], [-1.18, 1.89, -0.24], [0.37, -0.03, 0.50], [0.66, -1.02, 0.13], [0.00, 0.35, 0.26], [1.76, -1.38, 0.09], [-0.02, 0.18, -0.05], [-0.24, 0.13, 0.35], [-1.92, 0.08, -1.13], [-0.13, -0.25, -0.06], [0.06, 0.06, -0.08], [0.14, 0.18, 0.34], [-0.96, 0.40, 0.62], [-0.05, -0.06, 0.11], [-0.04, 0.50, -0.54], [-0.24, -0.12, 0.66], [0.02, 0.05, -0.02], [0.13, -0.65, 0.18], [-0.07, -0.19, -0.04], [0.02, -0.11, 0.04], [-0.25, 0.07, 0.02], [0.15, 0.28, -0.97], [-0.15, 0.22, 0.32], [0.12, -0.12, 0.17], [0.08, -0.19, -0.29], [-0.08, -0.09, -0.15], [-0.40, -0.34, -0.12], [-0.19, 0.08, 0.35], [0.00, 0.20, 0.21], [0.24, -0.11, 0.31], [-0.03, 0.06, -0.22], [0.00, -0.07, 0.06], [-0.06, 0.12, 0.24], [-0.50, 0.77, 0.15], [-0.03, -0.04, -0.05], [-0.05, -0.22, -0.14], [0.42, 0.15, -0.34], [0.07, -0.08, 0.12], [0.08, -0.17, -0.11]]}